1.
This record from the Open Molecules 2025 dataset describes a 7-piece molecular cluster, C20H38N2O19S overall in a non-equilibrium geometry. The level of theory is ωB97M-V/def2-TZVPD.

DFT total energy = -74061.251 eV
highest occupied orbital energy = -8.474 eV

Each line ends with the Löwdin charge.
Positions of all 80 atoms, in Å:
O -1.490 0.377 0.242  -0.063
H 0.877 -2.592 0.242  0.133
H -1.419 -0.965 4.478  0.102
H -0.405 3.320 -3.640  0.115
H 0.567 -4.982 2.097  0.086
C -0.914 3.834 2.894  -0.166
O -1.831 -2.562 5.754  0.086
C 0.912 5.899 -3.672  0.028
O -2.509 -3.290 -4.217  0.032
H -0.167 -2.041 4.606  0.145
H 0.734 5.990 -2.642  0.066
H -2.686 -1.118 -1.852  0.108
H -0.128 3.934 -1.503  0.091
O 1.613 -2.649 2.451  -0.323
O 0.072 1.991 -1.585  -0.053
H 0.170 4.191 -5.940  0.103
C -0.021 -4.519 -1.888  -0.589
O -2.659 -4.428 6.560  0.137
H -2.791 -2.420 3.031  0.068
C -0.983 3.039 4.180  -0.104
H 1.665 3.313 -1.636  0.111
O 3.598 -1.774 1.108  -0.304
N -2.200 -0.142 1.085  -0.609
H -0.028 1.925 -0.656  0.029
H -0.587 -2.040 -0.601  0.064
N 1.307 4.426 -4.028  -0.341
C 2.272 -3.910 2.814  -0.279
S 2.732 -1.376 2.238  0.715
C 1.162 4.427 -5.556  -0.019
H 3.581 4.844 -4.196  0.128
H 1.621 5.094 -6.294  0.107
C 0.905 -2.445 -1.960  -0.116
C -2.069 -2.942 3.516  -0.067
O 2.246 3.618 3.852  0.098
H -1.330 -3.295 2.702  0.143
H -1.363 3.194 2.055  0.159
H 1.758 3.454 -5.974  0.159
C -2.343 -3.724 5.638  -0.675
O 0.355 4.262 2.927  0.143
O -1.969 -1.194 -3.724  0.023
H 0.470 -4.513 3.900  0.079
H 2.949 -3.709 3.672  0.124
H -1.642 2.082 4.045  0.158
H -1.283 3.681 5.017  0.140
H -4.228 -3.276 -3.072  0.130
O -2.225 0.488 2.164  -0.067
O 0.756 -3.681 -2.608  0.058
H -0.275 6.051 -4.030  0.175
C 1.660 -0.058 1.919  -0.115
C 1.130 -4.872 3.063  -0.071
H 1.056 2.479 -3.774  0.136
H -2.795 -3.808 -2.072  0.169
O -2.567 -3.990 4.374  0.087
H 1.384 0.214 0.966  0.040
H 0.543 -1.626 -2.649  0.128
C -3.124 -3.077 -2.968  -0.095
C 0.609 3.366 -1.868  -0.108
H 1.466 6.716 -4.184  0.119
C -2.948 -1.505 -2.835  -0.157
O 0.350 2.607 4.305  0.110
C 2.741 4.334 -3.708  -0.031
H 2.802 4.322 -2.552  0.134
C 0.153 -2.719 -0.636  -0.105
C 1.015 3.532 3.708  -0.673
H 2.025 -2.084 -1.744  0.158
C -1.669 -2.255 -4.600  -0.469
C -1.324 -2.035 4.534  -0.087
H 1.636 -5.910 3.336  0.126
H 3.065 3.350 -4.000  0.102
C 0.576 3.340 -3.415  -0.111
O -0.836 -2.226 -5.456  0.160
H 0.902 0.050 2.612  0.050
O -2.951 -1.115 0.798  -0.035
O -0.344 -4.021 -0.734  0.101
H -3.826 -1.046 -2.980  0.081
O -0.263 -5.648 -2.306  0.120
O 3.217 -1.230 3.640  -0.307
H 2.822 -4.311 2.016  0.091
H -1.554 4.605 3.010  0.095
H 2.293 0.800 2.206  0.093

Atoms 1-2, force components in eV/Å:
1.857 -0.123 -2.759
-1.328 -0.532 -1.092

---

2.
This record from the Open Molecules 2025 dataset describes C20H38N6OPdS as an isolated structure in a non-equilibrium geometry. The level of theory is ωB97M-V/def2-TZVPD.

net charge = +2
DFT total energy = -46643.165 eV
highest occupied orbital energy (alpha / beta) = -13.673 / -13.670 eV

Each line ends with the Löwdin charge.
Positions of all 67 atoms, in Å:
H 3.534 -0.222 -0.381  0.095
H 0.588 2.414 4.983  0.106
H 1.951 -4.367 -0.922  0.096
N -4.022 -2.784 2.200  0.221
H 2.660 5.881 1.512  0.105
Pd -1.388 0.044 0.159  0.700
H 3.675 2.660 3.137  0.098
H 3.849 -3.266 -1.930  0.101
N 1.570 2.579 3.166  -0.197
H -4.081 -0.439 3.278  0.135
C 1.988 4.141 -0.126  -0.087
H 2.541 5.011 3.032  0.092
C -3.347 -0.026 -2.871  0.001
H -1.690 0.120 2.900  0.071
H -3.142 -2.197 -5.446  0.126
H 0.609 0.915 4.037  0.100
N 2.111 3.894 1.296  -0.190
H 0.017 -0.152 -3.444  0.127
H -2.317 2.015 -1.438  0.101
H 4.330 -1.747 0.053  0.101
H 3.930 4.745 1.952  0.105
C -1.564 1.310 -1.799  0.040
C 0.985 -4.291 -1.414  -0.037
H -3.907 -3.680 1.746  0.138
H 1.087 -4.560 -2.468  0.099
H 2.939 -1.201 0.993  0.093
O -2.791 -1.809 0.613  -0.031
H 2.913 3.441 4.547  0.101
H 0.299 -5.007 -0.957  0.100
C -1.002 -2.919 -1.410  -0.065
H -4.637 -2.732 2.995  0.131
H 1.558 3.278 -0.626  0.032
C 3.158 -2.441 -2.115  -0.046
C -3.760 -0.910 -3.837  -0.031
N 2.508 -2.004 -0.891  -0.167
S -0.040 2.396 1.056  0.708
H 1.232 -0.239 0.198  0.008
H 1.351 5.006 -0.313  0.105
H -1.490 -3.502 -0.625  0.090
N 0.429 -2.967 -1.255  -0.138
H 3.736 -1.611 -2.527  0.097
H -2.620 1.538 2.216  0.052
C -2.826 -1.523 -4.669  0.000
H 2.434 -2.759 -2.857  0.083
C -3.483 -1.711 1.634  -0.514
H -0.456 2.257 3.558  0.041
H -1.273 -3.351 -2.376  0.099
H -4.510 0.122 1.661  0.135
C 2.851 2.612 3.843  -0.035
H -0.573 1.737 -1.939  0.076
H -1.363 -1.888 -1.367  0.025
N 0.571 -0.952 -0.102  0.046
C 1.148 -1.942 -0.752  -0.423
C 3.366 -1.241 -0.011  -0.054
H 2.943 1.693 4.420  0.101
C 1.344 2.995 1.917  -0.666
C -2.441 0.463 2.182  -0.057
C 0.516 2.002 3.975  -0.076
C -3.716 -0.351 2.249  -0.149
H -0.759 -1.759 -5.146  0.122
C -1.037 -0.371 -3.551  -0.018
C 2.856 4.924 1.997  -0.025
H -4.808 -1.124 -3.960  0.121
C -1.972 0.301 -2.710  -0.300
H -4.068 0.467 -2.234  0.126
H 2.973 4.349 -0.538  0.102
C -1.467 -1.264 -4.501  -0.049

Atoms 1-2, force components in eV/Å:
0.024 -0.010 0.047
0.022 -0.036 -0.037

---

3.
This record from the Open Molecules 2025 dataset describes C20H39As3HgN2SSeSi as an isolated structure in a non-equilibrium geometry. The level of theory is ωB97M-V/def2-TZVPD.

net charge = -1
DFT total energy = -295103.656 eV
multiplicity = 2
highest occupied orbital energy (alpha / beta) = -4.263 / -4.222 eV

Each line ends with the Löwdin charge.
Positions of all 68 atoms, in Å:
H 1.203 -8.511 2.975  0.006
C 0.823 2.567 1.020  -0.804
H 2.285 -4.510 2.216  0.089
H 1.230 -5.174 0.960  0.052
C -0.195 -4.740 3.334  -0.380
H 1.118 7.235 0.742  0.019
C -1.393 3.708 2.109  -0.073
C 2.223 4.989 -1.360  -0.179
H -3.071 -2.005 -0.342  0.020
Se -3.369 1.809 -4.970  0.327
H 1.807 -7.063 2.167  0.004
H 1.244 5.297 -1.721  0.029
C -0.892 -3.492 1.287  -0.365
H 0.666 0.425 4.154  0.015
H -0.053 -3.610 -2.600  0.016
As -0.595 -6.696 3.085  1.114
H -2.304 4.126 2.514  0.094
H 2.855 7.417 0.820  0.017
H -1.331 -4.454 1.009  0.044
C 3.054 -1.308 1.598  -0.360
H -0.200 -2.129 3.607  0.071
C -2.425 -2.601 -0.985  -0.339
H -2.010 -6.675 0.928  0.009
H -2.503 -2.201 -1.994  -0.011
H 3.150 -1.753 0.607  0.007
H 2.414 3.993 -1.748  0.001
C 2.025 6.797 1.146  -0.196
H -0.367 5.579 1.945  0.091
C -1.009 -7.025 1.174  -0.363
C 0.819 3.968 1.194  -0.266
H 1.783 -7.152 3.933  0.010
As 1.178 -0.812 1.959  1.039
H 0.551 -4.760 4.141  0.063
C 1.246 -7.422 3.025  -0.361
H 2.250 -0.367 4.259  0.016
As -0.557 -2.471 -0.393  1.024
H 3.654 -0.399 1.610  -0.015
H 1.473 -2.675 3.689  0.067
H 4.366 3.596 0.684  -0.013
S 2.215 1.805 0.371  0.504
H 4.713 5.256 1.148  0.016
H 2.959 5.662 -1.791  0.019
H -1.112 -4.337 3.788  0.056
N -0.201 1.787 1.366  -0.017
C -0.315 4.516 1.768  -0.092
C 1.484 -4.276 1.515  -0.088
H 1.834 -3.522 0.814  0.038
H -0.293 -6.572 0.494  -0.005
Si 2.278 4.993 0.549  0.547
H -2.769 -3.639 -0.974  0.019
H 3.924 4.172 2.276  0.024
H -0.486 -4.851 -1.402  0.011
C -1.278 2.348 1.881  -0.157
C -2.473 0.807 -3.844  -1.111
H 1.147 -4.137 -1.416  0.005
Hg 0.722 0.251 -2.076  0.530
C 0.268 -3.738 2.254  -0.695
C 1.582 0.199 3.609  -0.327
H 1.976 6.863 2.230  0.022
H -2.092 1.670 2.116  0.104
N -1.920 0.107 -3.099  -0.101
C 0.085 -3.935 -1.566  -0.334
H 3.427 -2.004 2.347  0.015
H -1.667 -2.919 1.814  0.079
H 2.061 1.141 3.349  -0.001
C 0.653 -2.450 2.995  -0.381
H -0.988 -8.104 1.023  0.011
C 3.985 4.454 1.228  -0.210

Atoms 1-2, force components in eV/Å:
-0.099 0.004 0.013
-0.531 0.300 0.221

---

The lowest DFT total energy belongs to which entry?
C20H39As3HgN2SSeSi